1.
C17H36AgBr2Cl6F3O8S as an isolated structure, computed with ωB97M-V/def2-TZVPD.

Last column: Mulliken spin population.
Element x y z (Å)
H (-2.273, -2.689, -0.837)  0.0000
H (2.347, -4.106, 1.640)  0.0079
H (-3.675, -0.475, 1.460)  0.0000
H (-0.379, 2.511, -4.252)  0.0000
H (-1.135, -0.954, -5.587)  0.0000
O (-1.573, 3.517, -1.958)  0.0000
H (3.921, -5.730, 2.175)  -0.0031
C (3.374, -3.766, 1.771)  -0.0045
H (2.693, 2.050, -0.565)  0.0000
C (4.433, -4.922, 1.653)  0.0080
H (0.880, 0.379, -5.241)  0.0000
H (0.670, 5.070, -3.079)  0.0000
H (-4.934, -1.363, 1.510)  0.0000
Cl (-0.335, 3.465, 3.922)  0.0000
Br (-1.753, -2.294, 7.008)  0.0000
H (-1.785, -0.533, -2.647)  0.0000
C (-0.760, 1.533, -4.546)  0.0000
H (3.648, -5.718, -0.148)  0.1048
C (-0.813, -0.788, -4.559)  0.0000
H (0.898, 5.526, -1.460)  0.0000
H (-4.813, -0.165, 0.481)  0.0000
H (-2.971, -0.849, -3.852)  0.0000
F (0.877, -0.857, 2.262)  -0.0001
H (0.398, 2.886, -2.209)  0.0000
C (3.770, -2.886, 0.517)  0.0365
F (0.702, 1.187, 1.736)  -0.0001
H (-2.408, 4.891, -0.679)  0.0000
C (3.409, 2.779, -0.185)  0.0001
C (-0.451, -2.552, 4.522)  0.0000
O (-2.111, -0.474, 1.508)  0.0000
H (0.271, 1.193, 3.982)  0.0000
O (-0.956, -1.665, -0.301)  0.0004
H (5.439, -4.738, 2.030)  0.0125
H (-3.569, -3.042, -0.135)  0.0000
H (-3.098, 4.917, -2.264)  0.0000
C (-0.468, 1.827, 4.473)  0.0000
O (-2.035, 1.126, -3.962)  0.0000
C (0.160, 0.393, -4.422)  0.0000
C (0.168, 5.047, -2.112)  0.0000
H (-0.221, -1.500, 4.354)  0.0000
C (-2.157, 4.773, -1.733)  0.0000
C (-0.190, 3.615, -1.651)  0.0000
S (-1.054, -0.381, 0.455)  0.0004
O (-4.631, -0.462, 1.376)  0.0000
C (4.486, -5.090, 0.154)  0.0319
C (-1.143, 5.764, -2.294)  0.0000
C (-2.023, -0.335, -3.692)  0.0000
C (0.719, -0.044, 1.211)  -0.0008
H (-2.182, -3.863, 5.170)  0.0000
O (-3.214, -2.798, -0.992)  0.0000
H (3.009, -2.224, 0.103)  0.0204
O (-1.296, 0.764, -0.447)  0.0000
H (-3.575, -1.955, -1.276)  0.0000
H (-2.644, -2.312, 4.592)  0.0000
H (-1.086, 1.643, -5.580)  0.0000
Cl (-0.317, 1.789, 6.226)  0.0000
H (-1.237, 6.697, -1.738)  0.0000
H (0.615, 0.456, -3.434)  0.0000
Cl (4.134, 3.561, -1.605)  0.0000
H (-0.223, 3.432, -0.577)  0.0000
Cl (4.567, 1.947, 0.851)  0.0000
H (4.604, -2.254, 0.823)  0.0795
Cl (2.528, 4.125, 0.571)  0.0000
F (1.626, -0.283, 0.197)  0.0024
Br (1.082, -3.279, 5.668)  0.0000
C (-1.855, -2.824, 5.143)  0.0000
Cl (-2.088, 1.186, 3.980)  0.0000
Ag (-3.110, 1.704, -1.939)  0.0000
O (4.353, -3.825, -0.426)  0.6691
H (-1.300, 5.950, -3.356)  0.0000
H (5.343, -5.731, -0.052)  0.0378
H (3.438, -3.285, 2.747)  -0.0029
H (-0.442, -3.096, 3.577)  -0.0001
H (-0.278, -1.595, -4.058)  0.0000

Values from the calculation:
Charge ... +3
E_HOMO (alpha / beta) ... -15.28 / -15.28 eV
HOMO-LUMO gap (alpha / beta) ... 4.85 / 2.90 eV
Largest force on an atom ... 3.93 eV/Å
2S+1 ... 2


2.
An isolated ion of composition C3H6NO2 and charge +1, computed with ωB97M-V/def2-TZVPD.

Last column: Löwdin charge in e.
Element x y z (Å)
O (-1.634, 1.331, 0.224)  0.2474
H (-0.742, -2.786, 0.149)  0.1827
O (-1.303, -1.962, 0.280)  0.1159
C (0.478, 0.007, -0.686)  -0.0666
N (-0.678, -0.940, -0.355)  0.0517
C (-0.860, 0.336, -0.229)  -0.1570
H (0.877, -0.122, -1.741)  0.1882
H (0.921, 0.904, 1.267)  0.1659
H (-2.464, 1.102, 0.599)  0.1409
H (2.287, 0.043, 0.378)  0.0551
C (1.465, 0.593, 0.252)  0.0101
H (1.654, 1.495, -0.138)  0.0656

Values from the calculation:
Charge ... +1
SMILES string ... C[C@@H]1C(O)=[N+]1O
E_HOMO ... -15.64 eV
HOMO-LUMO gap ... 11.27 eV
Largest force on an atom ... 5.97 eV/Å
2S+1 ... 1


3.
A 2-piece molecular cluster, C2H5IN overall, computed with ωB97M-V/def2-TZVPD.

Last column: Löwdin charge in e.
Element x y z (Å)
N (0.067, -0.760, 0.319)  0.0411
H (0.379, -1.185, 1.198)  0.1728
C (1.037, 0.002, -0.484)  -0.7883
C (-0.015, 0.705, 0.256)  -0.1291
I (3.069, -0.061, 0.008)  0.9676
H (-0.646, -1.330, -0.141)  0.1821
H (0.224, 1.233, 1.173)  0.1337
H (0.649, -0.168, -2.053)  0.2857
H (-0.860, 1.121, -0.280)  0.1342

Values from the calculation:
Charge ... +1
E_HOMO ... -14.34 eV
HOMO-LUMO gap ... 9.73 eV
Largest force on an atom ... 5.01 eV/Å
2S+1 ... 1


4.
A 5-piece molecular cluster, C4H18NO4 overall, computed with ωB97M-V/def2-TZVPD.

Last column: Mulliken spin population.
Element x y z (Å)
C (-0.150, -0.809, 0.152)  0.0432
H (-0.114, -3.684, 2.403)  -0.0002
H (2.248, 1.676, 1.413)  0.0002
H (2.784, 2.995, 0.628)  0.0001
H (3.178, 0.572, -0.926)  -0.0037
H (-3.489, 0.328, 1.741)  -0.0002
O (0.273, -2.868, 2.067)  0.0081
C (-0.168, -1.031, -1.330)  0.0650
H (-2.490, 0.626, 2.787)  -0.0003
H (2.784, -0.365, -2.103)  -0.0033
O (2.427, 0.211, -1.408)  0.1272
C (-0.951, 0.082, -1.925)  0.0837
H (-0.663, -1.955, -1.701)  0.1192
N (-0.346, 0.711, 0.248)  -0.0027
H (0.558, 1.185, 0.125)  0.0039
C (-1.250, 1.101, -0.841)  0.0054
H (0.838, -1.126, -1.851)  0.1983
H (-1.853, -0.227, -2.475)  0.0772
H (1.150, -2.651, 2.388)  -0.0002
O (-2.562, 0.589, 1.820)  0.0059
H (-0.724, 0.923, 1.172)  0.0010
H (-0.268, 0.594, -2.682)  0.1683
H (-1.065, 2.143, -1.122)  0.0248
H (-0.800, -1.457, 0.754)  0.0365
H (0.772, -0.853, 0.723)  0.0086
H (-2.333, 1.066, -0.686)  0.0335
O (2.214, 2.223, 0.628)  0.0003

Values from the calculation:
Charge ... +2
E_HOMO (alpha / beta) ... -18.12 / -18.08 eV
HOMO-LUMO gap (alpha / beta) ... 11.73 / 4.02 eV
Largest force on an atom ... 2.33 eV/Å
2S+1 ... 2


What E_tot values result from the calculations? In sequence: -10023.90540, -322.70212, -431.26911, -518.15213 Ha.